The following is a quantum chemistry calculation of 2 unconnected molecules or ions with the total composition C4H6N2 in a non-equilibrium geometry, from OMol25.

Geometry (Å):
N (2.126, 0.959, -0.876)
C (1.655, 0.146, -0.182)
C (0.640, -0.415, 0.670)
C (-0.296, 0.912, 0.306)
C (-1.197, -0.160, -0.407)
N (-0.395, -1.279, 0.134)
H (0.966, -0.631, 1.699)
H (-0.763, 1.197, 1.270)
H (0.784, 1.588, -0.499)
H (-1.167, -0.085, -1.499)
H (-2.250, -0.233, -0.094)
H (-0.103, -1.999, -0.523)

Atomic forces in eV per Å
1.082 -1.613 0.263
1.875 -0.219 -1.035
0.134 0.867 -0.064
0.812 0.026 -0.016
-0.105 0.260 -0.344
0.144 -0.009 -0.183
-0.071 0.226 -0.449
0.161 0.620 -0.729
-4.347 -0.608 2.375
0.021 0.031 0.071
0.343 0.215 -0.066
-0.049 0.203 0.178

Summary:
F_max in eV/Å: 5.0
LUMO level in eV: 0.569
Kohn-Sham gap in eV: 9.84

Atom charges from the Mulliken analysis, given in e for atoms 1 to 6: -0.56 0.26 0.06 -0.65 -0.39 -0.45